No. 1
Below is a cluster of 2 separate species, C4H4BrN in total at a distorted geometry, with properties calculated with ωB97M-V/def2-TZVPD.

```
10
Properties=species:S:1:pos:R:3:forces:R:3:lowdin_charge:R:1
C -0.43617 2.35294 -1.34194 1.009 -1.434 1.091 -0.082
C 1.45612 1.10171 0.54748 0.056 0.286 -0.333 -0.509
C 0.38183 0.57593 0.10012 0.648 0.024 -0.292 -0.250
C -0.54751 -0.48810 -0.13785 3.676 -0.338 0.750 -0.061
N -0.97078 3.20754 -1.86587 -1.439 2.230 -1.409 0.035
Br 2.47573 0.04957 1.91850 -0.041 0.602 -0.036 0.566
H 1.86748 2.06350 0.17494 0.291 -0.888 0.566 0.075
H -1.48042 -0.14564 -0.01145 -3.613 0.542 0.857 0.049
H -0.13378 -1.28103 0.46483 -0.741 -0.726 1.053 0.094
H -0.43607 -0.93595 -1.06963 0.155 -0.297 -2.246 0.083
```
Positions in Å, forces in eV/Å.

The multiplicity is 3. The value obtained for the gap between HOMO and LUMO (alpha / beta) is 0.3239 / 0.1898 hartree. The value obtained for the energy above the lowest of the compared OMol25 structures with the same formula, charge and spin is 241.0 kJ/mol. The highest occupied orbital energy (alpha / beta) comes out at -8.135 / -9.827 eV. The molar mass is 145.99 g mol⁻¹.

No. 2
Below is a cluster of 8 separate species, C5H26O8 in total at a distorted geometry, with properties calculated with ωB97M-V/def2-TZVPD.

```
39
Properties=species:S:1:pos:R:3:forces:R:3:lowdin_charge:R:1
C 0.50558 2.33900 -1.95907 -0.655 0.430 1.249 -0.176
O 1.46132 1.55514 -2.63374 -0.062 -0.028 0.084 -0.102
H 0.04659 3.07956 -2.61014 0.087 -0.262 -0.365 0.081
H -0.28321 1.73965 -1.48612 -0.154 -0.161 -0.555 0.055
H 0.87873 2.91329 -1.09564 0.627 -0.052 -0.301 0.078
H 1.60475 0.77860 -2.08246 0.175 0.061 -0.068 0.056
C 0.27594 -2.71154 -2.13552 0.028 -0.039 0.422 -0.133
O 0.20324 -2.11683 -0.84740 -0.405 0.066 0.415 -0.172
H 1.08217 -3.44559 -2.20564 0.105 0.172 -0.061 0.082
H -0.65244 -3.26160 -2.30826 -0.005 0.121 -0.120 0.076
H 0.38786 -1.91935 -2.87977 0.077 -0.224 -0.178 0.083
H 1.01010 -2.23528 -0.29898 -0.070 0.099 -0.632 0.050
C -1.08404 -0.00838 2.44011 -0.847 -1.031 0.449 -0.143
O -0.97308 1.18724 1.70051 -0.165 0.110 -0.369 -0.150
H -1.43594 0.18439 3.45684 0.572 0.406 0.078 0.085
H -1.88265 -0.67461 2.08835 0.196 0.227 -0.537 0.080
H -0.15974 -0.58611 2.42855 0.123 0.117 0.171 0.083
H -1.28439 1.00371 0.79659 -0.185 -0.002 0.087 0.059
O 3.85556 3.55132 2.94558 -0.191 -0.040 -0.145 -0.073
H 2.97780 3.36809 2.56701 0.310 0.005 0.171 -0.003
H 4.38804 2.78219 2.71878 -0.047 0.072 -0.002 0.029
O 1.28150 2.36682 2.75549 -0.231 -0.062 0.238 -0.066
H 1.21134 2.40224 3.71783 0.164 0.014 -0.141 0.073
H 0.38499 2.13560 2.44382 0.044 0.075 -0.158 0.022
O 2.79576 -2.04696 -0.00664 0.283 0.021 -0.311 -0.058
H 3.13114 -2.28508 -0.88065 0.107 0.018 0.195 0.057
H 2.88655 -1.07742 0.04951 -0.336 -0.214 0.196 0.029
O 1.77967 0.42091 0.70940 0.071 0.027 -0.197 -0.046
H 0.86772 0.62482 0.46495 0.118 -0.073 0.082 0.021
H 1.93065 0.97555 1.48879 -0.006 0.080 0.053 0.027
C -3.53605 -1.92745 -0.74461 0.012 0.241 -0.563 -0.077
C -3.00183 -0.65128 -1.40122 -0.478 -0.142 0.297 -0.290
O -1.85138 -0.14015 -0.73589 0.075 -0.304 -0.204 -0.119
H -4.29073 -2.34939 -1.41373 -0.136 -0.008 0.198 0.075
H -3.98307 -1.70599 0.22214 0.028 -0.103 0.065 0.071
H -2.76118 -2.68797 -0.63695 0.108 0.105 0.104 0.067
H -3.77211 0.11987 -1.35188 0.086 0.048 -0.045 0.113
H -2.79615 -0.83729 -2.46113 0.159 0.058 0.052 0.111
H -1.19898 -0.85974 -0.81882 0.420 0.170 0.344 0.045
```
Positions in Å, forces in eV/Å.

As for the SMILES: CCO.CO.CO.CO.O.O.O.O. The value obtained for the gap between HOMO and LUMO is 0.3898 hartree. The value obtained for the energy above the lowest of the compared OMol25 structures with the same formula, charge and spin is 217.7 kJ/mol. The highest occupied orbital energy comes out at -10.170 eV. The molar mass is 214.26 g mol⁻¹.

No. 3
Below is a structure of composition C8H12FO4Tl at a distorted geometry, with properties calculated with ωB97M-V/def2-TZVPD.

```
26
Properties=species:S:1:pos:R:3:forces:R:3:lowdin_charge:R:1
Tl -2.03576 -2.07848 -2.21709 -0.205 0.217 -0.148 1.177
F 0.19863 -0.53369 -1.44257 -0.302 -1.355 -0.225 -0.249
O -3.27029 0.38774 -1.36158 -0.202 -0.211 -0.401 0.055
C -3.08858 1.33957 -0.63434 0.734 -0.249 1.180 -0.434
O -3.85426 1.63202 0.38371 -0.290 -0.034 -0.170 0.108
C -3.23730 2.64409 1.24892 0.429 0.708 -0.976 -0.058
C -2.20142 3.31648 0.33217 -0.077 -0.482 1.265 -0.097
C -1.82128 2.17943 -0.62697 0.256 1.176 -1.578 -0.027
H -2.81796 2.12383 2.10268 -0.213 0.078 0.171 0.141
H -3.99183 3.39726 1.45687 -0.283 -0.467 0.579 0.146
H -1.33597 3.69613 0.87521 -0.019 -0.051 0.004 0.137
H -2.70162 4.15824 -0.13969 0.233 -0.147 -0.527 0.134
H -0.92484 1.59149 -0.43578 -0.181 -0.085 0.566 0.119
H -1.62678 2.62214 -1.60923 -0.206 -0.358 -0.124 0.147
O 0.78033 -2.76207 -1.50053 -1.037 1.458 -0.518 0.179
C 1.73591 -2.50800 -0.78274 2.006 0.276 0.939 -0.380
O 2.90162 -3.01095 -1.07937 -0.834 -0.464 -0.450 0.163
C 3.85592 -2.85224 -0.00414 0.003 1.022 0.954 -0.040
C 3.26345 -1.72145 0.84701 0.531 1.064 -0.348 -0.089
C 1.77748 -1.68298 0.50059 -0.455 -1.053 0.323 -0.015
H 4.77054 -2.47337 -0.46546 0.094 -0.756 -0.164 0.161
H 3.97049 -3.79224 0.53344 0.105 -0.100 -0.303 0.159
H 3.79096 -0.81590 0.51913 -0.453 0.103 0.012 0.142
H 3.44133 -1.78113 1.91672 -0.055 -0.432 -0.001 0.139
H 1.16609 -0.79414 0.32299 0.657 0.076 0.088 0.122
H 1.25513 -2.28179 1.26004 -0.237 0.067 -0.150 0.160
```
Positions in Å, forces in eV/Å.

The value obtained for the gap between HOMO and LUMO is 0.1073 hartree. The value obtained for the energy above the lowest of the compared OMol25 structures with the same formula, charge and spin is 0.0 kJ/mol. The highest occupied orbital energy comes out at -17.196 eV. The total charge is +2. The molar mass is 395.56 g mol⁻¹.